Entry 1:
Below is a cluster of 2 separate species, C3H11NO in total, with properties calculated with ωB97M-V/def2-TZVPD.

Structure (ORCA input):
```
! RIJCOSX wB97M-V def2-TZVPD def2/J DEFGRID3
* xyz 0 1
C 0.463 1.402 -0.572
C 0.471 0.217 0.496
C -0.370 0.294 1.658
N -0.738 1.492 -1.445
H 1.522 1.146 -1.064
H 0.426 2.409 -0.049
H 1.607 0.073 0.735
H 0.147 -0.679 -0.110
H -0.340 -0.548 2.383
H -1.508 0.329 1.431
H -0.361 1.258 2.137
H -1.578 1.472 -0.950
H -0.677 0.852 -2.206
H 1.084 -2.846 -0.503
H -0.051 -2.549 0.545
O 0.190 -2.855 -0.215
*
```

Properties
SMILES string: CCCN.O
HOMO level (hartree): -0.329
Orbital gap (eV): 9.9

---

Entry 2:
Below is a cluster of 2 separate species, C3H11NO in total, with properties calculated with ωB97M-V/def2-TZVPD.

Structure (ORCA input):
```
! RIJCOSX wB97M-V def2-TZVPD def2/J DEFGRID3
* xyz 0 1
C -0.553 -0.932 -1.616
N -0.535 0.420 -1.154
C -0.871 1.344 -2.269
C -1.515 0.527 -0.020
H -0.058 -1.093 -2.598
H -1.574 -1.217 -1.896
H -0.049 -1.367 -0.820
H -1.012 2.302 -1.748
H 0.049 1.302 -2.938
H -1.798 1.011 -2.804
H -1.544 -0.363 0.607
H -2.555 0.735 -0.202
H -1.063 1.314 0.539
H 4.138 -2.047 5.540
H 4.786 -0.695 5.462
O 4.155 -1.242 5.917
*
```

Properties
SMILES string: CN(C)C.O
HOMO level (hartree): -0.317
Orbital gap (eV): 9.8

---

Entry 3:
Below is a cluster of 2 separate species, C3H11NO in total, with properties calculated with ωB97M-V/def2-TZVPD.

Structure (ORCA input):
```
! RIJCOSX wB97M-V def2-TZVPD def2/J DEFGRID3
* xyz 0 1
C -0.769 0.922 -0.910
N 0.047 -0.090 -0.284
C -0.542 -1.390 -0.098
C 1.482 -0.062 -0.511
H -0.402 1.177 -1.913
H -0.766 1.854 -0.348
H -1.805 0.588 -0.949
H 0.194 -2.078 0.304
H -1.371 -1.360 0.630
H -1.008 -1.794 -1.012
H 2.029 -0.160 0.421
H 1.751 0.846 -1.055
H 1.800 -0.881 -1.165
H 0.140 0.617 1.615
H -0.853 1.019 2.701
O 0.073 0.794 2.573
*
```

Properties
SMILES string: CN(C)C.O
HOMO level (hartree): -0.308
Orbital gap (eV): 9.2

---

Entry 4:
Below is a cluster of 2 separate species, C3H11NO2 in total, with properties calculated with ωB97M-V/def2-TZVPD.

Structure (ORCA input):
```
! RIJCOSX wB97M-V def2-TZVPD def2/J DEFGRID3
* xyz 0 1
C -0.814 0.551 1.370
C -0.520 -0.475 0.204
C 0.351 -1.718 0.492
O 0.413 0.281 -0.618
N -2.115 1.115 1.219
H -0.763 0.104 2.358
H 0.042 1.243 1.463
H -1.466 -0.730 -0.276
H 0.469 -2.370 -0.370
H 1.264 -1.257 0.859
H -0.068 -2.233 1.353
H 0.009 0.842 -1.308
H -2.281 1.839 0.539
H -2.694 1.282 2.022
H 2.598 0.847 -1.877
H 1.710 -0.489 -1.995
O 2.347 0.088 -2.395
*
```

Properties
SMILES string: C[C@H](O)CN.O
HOMO level (hartree): -0.336
Orbital gap (eV): 9.9

---

Entry 5:
Below is a cluster of 2 separate species, C3H11NO2 in total, with properties calculated with ωB97M-V/def2-TZVPD.

Structure (ORCA input):
```
! RIJCOSX wB97M-V def2-TZVPD def2/J DEFGRID3
* xyz 0 1
C 0.662 -0.929 -1.717
C -0.769 -0.644 -1.224
C -1.065 -1.639 -0.079
O -0.809 0.769 -0.959
N 1.049 -0.125 -2.886
H 0.667 -2.000 -1.921
H 1.328 -0.691 -0.883
H -1.534 -0.767 -2.004
H -1.704 -1.222 0.699
H -0.140 -1.929 0.398
H -1.470 -2.523 -0.565
H -1.677 0.939 -0.572
H 0.934 -0.584 -3.766
H 0.385 0.639 -2.882
H 2.139 3.490 6.071
H 0.773 4.037 6.179
O 1.233 3.181 6.111
*
```

Properties
SMILES string: C[C@@H](O)CN.O
HOMO level (hartree): -0.336
Orbital gap (eV): 10.1

---

Entry 6:
Below is a cluster of 2 separate species, C3H11NO2 in total, with properties calculated with ωB97M-V/def2-TZVPD.

Structure (ORCA input):
```
! RIJCOSX wB97M-V def2-TZVPD def2/J DEFGRID3
* xyz 0 1
C -1.006 0.248 -1.057
N -0.069 0.699 -0.029
C 1.283 0.910 -0.305
O 1.515 1.961 -1.276
C -1.875 -0.897 -0.575
H -1.666 1.095 -1.272
H -0.440 0.019 -1.957
H -0.489 0.912 0.856
H 1.827 1.195 0.589
H 1.773 0.032 -0.734
H 0.737 2.524 -1.194
H -1.301 -1.690 -0.164
H -2.505 -0.563 0.251
H -2.491 -1.232 -1.387
H -0.148 -1.779 3.215
H -0.175 -3.222 2.858
O 0.358 -2.433 2.721
*
```

Properties
SMILES string: CCNCO.O
HOMO level (hartree): -0.319
Orbital gap (eV): 9.3

---

Entry 7:
Below is a structure of composition C3H11NO2, with properties calculated with ωB97M-V/def2-TZVPD.

Structure (ORCA input):
```
! RIJCOSX wB97M-V def2-TZVPD def2/J DEFGRID3
* xyz 0 1
C -1.844 -1.199 0.598
O -2.580 -1.601 -0.520
O -1.722 0.098 0.782
H -0.533 0.498 0.354
H -3.070 -0.829 -0.839
H -2.209 -1.751 1.476
H -0.639 -1.622 0.306
C 1.665 0.625 0.948
C 0.965 0.913 -1.386
N 0.668 0.344 -0.078
H 0.447 -0.770 -0.118
H 0.955 2.003 -1.319
H 1.947 0.601 -1.751
H 1.392 0.091 1.859
H 1.690 1.698 1.149
H 2.665 0.299 0.639
H 0.203 0.601 -2.100
*
```

Properties
HOMO level (hartree): -0.312
Orbital gap (eV): 9.2

---

Entry 8:
Below is a cluster of 3 separate species, C3H11NO2 in total, with properties calculated with ωB97M-V/def2-TZVPD.

Structure (ORCA input):
```
! RIJCOSX wB97M-V def2-TZVPD def2/J DEFGRID3
* xyz 0 1
C 0.426 -0.913 3.108
C 1.353 0.267 2.777
C -0.413 1.480 1.767
N 0.791 1.417 2.119
H 0.977 -1.694 3.621
H -0.377 -0.555 3.761
H -0.076 -1.286 2.215
H 2.195 -0.090 2.195
H 1.779 0.638 3.717
H -1.146 0.687 1.954
H -0.769 2.384 1.276
H -3.471 -3.082 -1.270
H -4.285 -2.673 -2.527
O -4.245 -3.302 -1.799
H 1.782 1.727 -6.625
H 3.103 1.059 -6.375
O 2.563 1.808 -6.057
*
```

Properties
SMILES string: C=NCC.O.O
HOMO level (hartree): -0.347
Orbital gap (eV): 10.1

---

Entry 9:
Below is a cluster of 2 separate species, C3H11NO2S in total, with properties calculated with ωB97M-V/def2-TZVPD.

Structure (ORCA input):
```
! RIJCOSX wB97M-V def2-TZVPD def2/J DEFGRID3
* xyz 0 1
C -0.329 -0.095 -0.463
C -1.610 -0.278 -1.366
S -2.885 0.670 -0.442
N 0.782 -0.793 -1.112
C 2.046 -0.634 -0.328
O 2.472 -1.879 0.216
H -0.341 -0.328 0.643
H -0.118 0.977 -0.692
H -1.286 0.262 -2.202
H -2.156 -1.248 -1.395
H -2.041 1.650 -0.148
H 0.654 -1.884 -1.092
H 1.995 0.165 0.454
H 2.859 -0.478 -1.056
H 2.884 -1.727 1.074
H -0.235 1.749 2.685
H -1.704 1.583 2.506
O -0.985 2.288 2.718
*
```

Properties
SMILES string: OCNCCS.O
HOMO level (hartree): -0.335
Orbital gap (eV): 9.6

---

Entry 10:
Below is an isolated molecule of C3H11NO2Si, with properties calculated with ωB97M-V/def2-TZVPD.

Structure (ORCA input):
```
! RIJCOSX wB97M-V def2-TZVPD def2/J DEFGRID3
* xyz 0 1
C 1.225 -0.594 -1.792
C 0.114 1.796 -0.169
C 0.695 -0.931 1.396
N -2.961 -0.519 0.122
O -3.301 0.611 0.513
O -1.613 -0.511 -0.698
Si 0.104 -0.075 -0.262
H 0.703 -0.135 -2.636
H 2.238 -0.188 -1.726
H 1.248 -1.688 -2.017
H 1.060 2.272 0.098
H -0.235 2.268 -1.114
H -0.567 2.039 0.534
H 0.256 -0.654 2.367
H 0.808 -2.031 1.260
H 1.536 -0.397 1.342
H -2.443 -1.322 0.659
H -3.387 -0.895 -0.780
*
```

Properties
SMILES string: C[Si](C)(C)O[NH2+][O-]
HOMO level (hartree): -0.353
Orbital gap (eV): 10.3

---

Entry 11:
Below is a cluster of 2 separate species, C3H11NO2Si in total, with properties calculated with ωB97M-V/def2-TZVPD.

Structure (ORCA input):
```
! RIJCOSX wB97M-V def2-TZVPD def2/J DEFGRID3
* xyz 0 1
C -3.223 -0.331 -0.469
C 1.276 -0.442 1.633
C 1.910 1.110 -0.992
N -2.035 -0.756 0.170
O 1.365 -1.785 -0.837
O -0.514 0.323 -0.628
Si 0.968 -0.277 -0.157
H -3.226 -0.661 -1.487
H -3.951 -0.993 -0.034
H -3.606 0.625 -0.449
H 0.787 0.206 2.405
H 1.116 -1.477 1.961
H 2.342 -0.335 1.846
H 2.919 0.905 -1.389
H 1.240 1.517 -1.832
H 2.031 2.038 -0.306
H -1.692 -1.682 -0.052
H 1.138 -2.675 -0.475
*
```

Properties
HOMO level (spin up / spin down) (hartree): -0.360 / -0.359
Orbital gap (spin up / spin down) (eV): 9.2 / 9.4

---

Entry 12:
Below is a cluster of 2 separate species, C3H11NO3 in total, with properties calculated with ωB97M-V/def2-TZVPD.

Structure (ORCA input):
```
! RIJCOSX wB97M-V def2-TZVPD def2/J DEFGRID3
* xyz 0 1
C -1.217 -0.902 1.467
O -2.063 -1.871 0.915
C -0.541 0.027 0.495
C 0.238 1.091 1.265
O 1.113 1.932 0.555
N 0.411 -0.776 -0.286
H -1.817 -0.391 2.237
H -0.381 -1.440 2.015
H -1.491 -2.469 0.412
H -1.203 0.519 -0.254
H 0.839 0.533 2.017
H -0.505 1.686 1.845
H 0.845 1.920 -0.361
H 0.952 -0.385 -1.038
H 0.986 -1.321 0.344
H 1.485 -0.087 -4.176
H 1.436 1.365 -3.663
O 0.914 0.569 -3.790
*
```

Properties
SMILES string: NC(CO)CO.O
HOMO level (hartree): -0.339
Orbital gap (eV): 9.7

---

Entry 13:
Below is a cluster of 3 separate species, C3H11NO3 in total, with properties calculated with ωB97M-V/def2-TZVPD.

Structure (ORCA input):
```
! RIJCOSX wB97M-V def2-TZVPD def2/J DEFGRID3
* xyz 0 1
C -1.243 -1.076 0.020
N -1.234 0.301 -0.117
C -1.263 0.766 -1.546
C -1.142 2.271 -1.622
O -1.092 -1.891 0.945
H -1.656 -1.489 -0.925
H -0.723 0.721 0.616
H -0.279 0.138 -2.130
H -2.235 0.380 -1.754
H -0.818 2.812 -2.475
H -2.085 2.548 -1.338
H -0.449 2.654 -0.749
H 2.832 -1.851 -0.390
H 1.442 -1.728 0.269
O 2.376 -1.422 0.385
H 2.102 0.758 2.616
H 2.149 0.202 1.149
O 2.496 0.936 1.772
*
```

Properties
SMILES string: CCNC=O.O.O
HOMO level (hartree): -0.374
Orbital gap (eV): 10.7

---

Entry 14:
Below is a cluster of 2 separate species, C3H11NO3 in total, with properties calculated with ωB97M-V/def2-TZVPD.

Structure (ORCA input):
```
! RIJCOSX wB97M-V def2-TZVPD def2/J DEFGRID3
* xyz 0 1
C -1.805 0.598 -0.040
O -1.836 1.799 -0.794
C -0.467 -0.079 -0.311
C -0.382 -1.471 0.303
O 0.884 -2.171 0.203
N 0.699 0.536 0.252
H -2.671 0.063 -0.369
H -1.930 0.790 1.086
H -2.604 1.672 -1.395
H -0.254 -0.127 -1.412
H -0.609 -1.059 1.327
H -1.178 -2.076 -0.032
H 1.626 -1.578 0.401
H 0.708 0.478 1.207
H 0.630 1.532 0.042
H 3.497 -0.110 -0.416
H 2.379 0.564 -0.147
O 3.312 0.641 0.094
*
```

Properties
SMILES string: NC(CO)CO.O
HOMO level (hartree): -0.374
Orbital gap (eV): 10.8

---

Per-record relative energy (zero: lowest compared OMol25 entry of this formula, charge and spin), kJ/mol: 198.1 178.4 88.7 92.6 55.2 65.6 205.0 104.2 155.9 639.6 439.1 178.3 240.4 240.0
Per-record F_max, eV/Å: 8.6 4.9 0.9 2.3 1.1 1.1 3.2 1.0 4.0 4.5 4.0 2.5 4.7 3.8